(1)
Density functional theory data (ωB97M-V/def2-TZVPD) for 2 unconnected molecules or ions with the total composition C4H9BrNO at a distorted geometry.

Properties
E_HOMO in eV: -14.3
Kohn-Sham gap in eV: 10.35
Charge: +1
Energy above the lowest of the compared OMol25 structures with the same formula, charge and spin in kcal/mol: 46.1

```
16
Properties=species:S:1:pos:R:3:forces:R:3:lowdin_charge:R:1
C -2.24968 0.43265 -0.22861 2.9 -2.3 1.2 -0.76
C 0.97515 0.53332 1.27928 0.1 -1.8 -0.6 0.04
C 1.29609 -0.25021 -1.09756 0.9 2.3 -3.9 -0.03
C -0.70667 -0.89267 0.13144 -3.4 2.0 0.7 -0.02
N 0.32298 0.09161 -0.02867 1.7 1.9 -1.9 -0.28
O -1.87995 1.53932 -0.40199 -0.4 -0.5 -0.3 0.05
Br -3.84873 -0.40705 0.01837 -0.6 0.2 -0.2 0.92
H 1.56375 -0.34225 1.70419 -0.6 1.2 -0.7 0.14
H 1.57240 1.41671 1.07707 0.0 -0.1 0.2 0.11
H 0.12653 0.69987 1.89988 -0.3 0.6 0.9 0.09
H 1.89726 0.65990 -1.61520 -1.8 -1.5 1.8 0.16
H 2.08114 -0.97775 -1.07298 0.1 -0.8 1.7 0.09
H 0.67120 -0.59680 -1.92140 0.0 0.0 -0.1 0.09
H -0.89576 -1.79709 -0.45913 0.8 0.7 -0.4 0.12
H -0.73219 -1.11785 1.18588 -0.6 -0.3 0.2 0.09
H -0.19352 1.00829 -0.47058 1.0 -1.8 1.4 0.18
```
Positions in Å, forces in eV/Å.

---

(2)
Density functional theory data (ωB97M-V/def2-TZVPD) for C4H9BrO2 in the gas phase at a distorted geometry.

Properties
E_HOMO (spin up / spin down) in eV: -8.9 / -9.6
Kohn-Sham gap (spin up / spin down) in eV: 9.59 / 7.28
Expectation value of S²: 2.0166
Multiplicity: 3
Energy above the lowest of the compared OMol25 structures with the same formula, charge and spin in kcal/mol: 6.6

```
16
Properties=species:S:1:pos:R:3:forces:R:3:mulliken_spin:R:1
C 0.14878 -1.26508 0.17820 1.0 2.6 5.3 0.02
C -0.89118 0.89709 1.06144 1.1 0.6 0.4 0.01
C -0.92155 0.12994 -1.45300 0.6 0.0 -0.2 0.06
C -0.13831 0.25184 -0.11051 -1.1 -2.2 -0.6 -0.01
O 0.90851 1.05733 -0.46112 0.6 0.5 -0.3 0.56
O 3.73337 -0.60358 0.65864 1.4 -1.3 0.5 0.73
Br 2.77319 0.72634 0.51167 -0.5 1.0 -0.1 0.62
H -0.72927 -1.84856 0.50434 0.2 0.7 -0.1 0.00
H 0.54970 -1.72505 -0.62050 1.7 -1.5 -2.7 0.00
H 0.92898 -1.20648 1.08831 -1.6 -0.8 -1.9 0.00
H -0.13175 1.12297 1.96037 -1.8 -0.8 -1.9 0.00
H -1.73968 0.24360 1.35421 0.4 0.8 0.1 0.00
H -1.18795 1.88264 0.63668 -0.3 -0.5 0.8 -0.01
H -1.34971 1.08873 -1.57909 -0.9 0.9 -0.7 0.00
H -0.28004 -0.11240 -2.35944 -0.5 0.3 1.5 0.00
H -1.67308 -0.63933 -1.37021 -0.5 -0.1 0.0 0.00
```
Positions in Å, forces in eV/Å.

---

(3)
Density functional theory data (ωB97M-V/def2-TZVPD) for 2 unconnected molecules or ions with the total composition C4H9Cl2N at a distorted geometry.

Properties
E_HOMO in eV: -8.7
Kohn-Sham gap in eV: 7.84
Energy above the lowest of the compared OMol25 structures with the same formula, charge and spin in kcal/mol: 36.3

```
16
Properties=species:S:1:pos:R:3:forces:R:3:lowdin_charge:R:1
C 1.11214 0.27311 1.02352 -1.4 -1.5 1.3 -0.13
C -0.91882 -1.18186 0.47426 1.2 0.6 -3.4 -0.09
C -0.69059 1.16118 -0.52473 0.2 1.2 -1.8 -0.27
C -0.39337 0.26303 0.62369 0.4 0.9 1.5 -0.86
N -0.19107 0.87172 -1.71477 5.3 0.0 -1.1 0.11
Cl 0.62933 3.49228 0.20316 -0.6 -1.1 -0.5 -0.26
Cl -1.27524 1.04501 2.04322 0.1 -0.5 -0.5 0.62
H 1.59662 -0.27207 0.18125 0.5 0.3 1.2 0.09
H 1.19686 -0.12200 2.13172 0.0 -0.2 -2.6 0.12
H 1.39384 1.27620 1.19205 0.6 1.2 -0.7 -0.03
H -1.95087 -1.16115 0.20022 -1.1 -0.2 1.2 0.06
H -0.51773 -1.59613 1.37742 -0.7 -1.2 0.2 0.07
H -0.57863 -1.69561 -0.54670 0.4 1.0 2.4 0.13
H -1.51389 1.82789 -0.63339 -0.8 0.2 0.9 0.09
H 0.88103 0.66487 -1.61227 -2.5 -0.5 -0.1 0.16
H -0.14049 1.43192 -2.61418 -1.5 -0.2 2.0 0.16
```
Positions in Å, forces in eV/Å.

---

(4)
Density functional theory data (ωB97M-V/def2-TZVPD) for 2 unconnected molecules or ions with the total composition C4H9Cl2O3P at a distorted geometry.

Properties
E_HOMO in eV: -8.5
Kohn-Sham gap in eV: 8.26
Energy above the lowest of the compared OMol25 structures with the same formula, charge and spin in kcal/mol: 54.5

```
19
Properties=species:S:1:pos:R:3:forces:R:3:lowdin_charge:R:1
C 1.32302 -0.29101 0.76210 0.1 0.0 -0.3 -0.14
C 0.83494 1.08826 0.31966 0.4 0.2 0.9 -0.72
Cl 1.99878 2.29038 1.03007 -0.1 0.2 -0.5 0.58
C -0.61425 1.46692 0.79097 0.8 -0.1 0.5 -0.84
P -1.72415 0.03696 1.02232 -0.7 -0.1 -1.0 1.05
Cl -0.60108 2.24388 2.41527 -0.4 -0.3 0.0 0.56
H 2.37708 -0.20599 0.98930 0.2 -0.1 -0.1 0.06
H 1.18655 -1.03028 -0.02354 -0.1 -0.1 0.0 0.07
H 0.84712 -0.65659 1.66801 0.0 0.1 0.2 0.06
H 0.94743 1.24110 -0.74401 -0.4 -0.2 -0.2 0.09
H -1.09217 2.18237 0.13286 -0.1 -0.1 -0.3 0.08
H -1.21970 -0.93065 1.88781 0.1 0.1 -0.1 0.02
H -2.12950 -0.52775 -0.20742 0.4 -0.2 0.1 0.03
H -2.88355 0.52165 1.64275 0.2 0.1 0.0 0.00
C -0.16067 -1.46802 -2.06085 -0.1 0.3 -0.3 -0.86
O -0.54445 -0.44784 -2.67286 -0.1 0.2 0.4 -0.06
O 0.98208 -2.06401 -2.58532 -0.4 0.3 0.1 0.04
O -0.64430 -1.99172 -1.04044 -0.2 0.0 0.6 -0.10
H 1.11681 -1.45765 -3.32668 0.4 -0.3 -0.2 0.09
```
Positions in Å, forces in eV/Å.

---

(5)
Density functional theory data (ωB97M-V/def2-TZVPD) for a molecular structure, C4H9ClFHfNO2S at a distorted geometry.

Properties
E_HOMO in eV: -26.7
Kohn-Sham gap in eV: 5.39
Charge: +4

```
20
Properties=species:S:1:pos:R:3:forces:R:3:lowdin_charge:R:1
C -2.56250 -0.33209 1.17812 0.6 0.7 0.5 -0.02
C -1.55219 0.15803 0.21292 -0.7 -2.4 -0.6 -0.17
C -0.58427 -0.92434 -0.34656 0.4 1.8 0.0 -0.05
C 0.92111 -0.72359 0.01214 -1.1 -3.9 -0.8 -0.28
N 1.81506 -0.56389 -1.06054 0.8 2.7 0.4 -0.51
Cl 3.32161 -1.35406 -1.11598 -0.2 -0.5 0.2 1.01
S 2.01999 1.21607 -1.25146 1.2 -2.2 -2.6 0.82
O 1.51599 1.72659 -2.41808 -1.1 0.8 -0.7 0.03
O 1.51419 1.84009 0.09364 0.5 1.1 1.7 -0.39
F 3.49065 1.35407 -1.14478 0.3 0.4 0.6 0.01
H -3.08565 0.49710 1.63705 -0.6 0.1 0.1 0.13
H -2.15966 -0.98963 1.93126 0.0 -0.5 0.3 0.11
H -3.31526 -0.88084 0.59081 -0.2 -0.1 -0.2 0.17
H -2.06622 0.61992 -0.63210 0.3 1.2 0.0 0.17
H -0.90525 1.12871 0.66206 0.8 0.5 0.8 0.10
H -0.63754 -0.87830 -1.42489 0.0 -0.1 -0.5 0.16
H -0.86536 -1.92267 -0.04547 -0.1 -0.3 0.4 0.16
H 1.19472 -1.58783 0.61684 0.6 -0.1 0.3 0.17
H 0.99645 0.23779 0.64745 0.0 -2.1 -0.6 -0.07
Hf 0.94416 1.37886 1.85756 -1.4 2.7 0.6 2.43
```
Positions in Å, forces in eV/Å.

---

(6)
Density functional theory data (ωB97M-V/def2-TZVPD) for C4H9ClN2 in the gas phase at a distorted geometry.

Properties
E_HOMO in eV: -8.9
Kohn-Sham gap in eV: 9.81
Energy above the lowest of the compared OMol25 structures with the same formula, charge and spin in kcal/mol: 25.2

```
16
Properties=species:S:1:pos:R:3:forces:R:3:lowdin_charge:R:1
C -1.22487 -1.60260 0.78137 0.0 -0.1 0.3 -0.14
N -1.24761 -0.45571 -0.06973 -0.2 -0.1 -0.5 0.03
C -0.46798 0.51289 -0.06953 2.0 0.7 1.1 -0.41
C -0.64150 1.63436 -1.03227 0.0 0.2 -0.2 -0.08
N 0.71875 0.66097 0.90302 -2.3 0.0 -0.9 -0.52
C 1.78013 -0.30555 0.79319 0.5 -0.1 0.0 -0.18
Cl 1.33561 2.28161 1.03873 -0.1 -0.5 -0.1 0.64
H -2.26493 -1.88592 0.95272 0.1 -0.1 0.1 0.07
H -0.72139 -1.44023 1.73792 0.0 0.0 0.1 0.08
H -0.74293 -2.42997 0.25156 0.0 0.0 0.1 0.08
H -0.98250 2.53372 -0.52301 0.0 0.1 0.0 0.06
H -1.37434 1.34359 -1.77834 -0.1 0.0 0.0 0.08
H 0.30806 1.85935 -1.52004 0.0 0.1 0.0 0.07
H 1.34777 -1.27825 0.56490 0.0 0.0 0.0 0.07
H 2.50681 -0.05301 0.01037 0.0 -0.1 0.0 0.08
H 2.29822 -0.36492 1.75420 0.0 -0.1 -0.1 0.08
```
Positions in Å, forces in eV/Å.

---

(7)
Density functional theory data (ωB97M-V/def2-TZVPD) for C4H9ClN2O in the gas phase at a distorted geometry.

Properties
E_HOMO in eV: -9.3
Kohn-Sham gap in eV: 9.98
Energy above the lowest of the compared OMol25 structures with the same formula, charge and spin in kcal/mol: 44.4

```
17
Properties=species:S:1:pos:R:3:forces:R:3:lowdin_charge:R:1
C 2.08157 1.47470 -0.20844 0.0 0.1 -0.4 -0.14
C 1.41349 0.15058 -0.31004 -3.3 1.8 2.1 -0.68
Cl 2.02881 -1.03113 0.79102 1.3 -1.2 0.4 0.70
C -0.10312 0.45064 0.39826 2.9 -2.6 -3.2 -0.51
O -0.31998 1.49007 0.91693 -0.9 1.5 1.2 0.08
N -0.94178 -0.58844 0.18529 -3.2 -0.5 0.8 -0.19
C -2.39346 -0.44360 0.61320 1.2 2.0 -2.9 -0.01
N -0.70580 -1.83548 -0.46360 -2.2 2.8 -1.2 0.08
H 1.40979 2.21074 -0.71111 0.9 -0.3 0.4 0.11
H 2.05255 1.61296 0.84784 0.2 1.0 0.8 0.06
H 3.12515 1.48678 -0.52295 -0.2 0.1 -0.3 0.08
H 1.20370 -0.17829 -1.27910 0.2 -1.0 -1.4 0.07
H -2.99030 -0.13780 -0.39656 0.8 -1.7 2.4 0.14
H -2.68087 -1.25324 1.28741 -0.3 0.1 -0.7 0.08
H -2.37840 0.52935 1.07801 -0.3 0.1 0.9 0.05
H -0.01863 -2.25408 0.03979 2.7 -1.8 1.1 -0.01
H -0.50407 -1.66468 -1.44495 0.3 -0.3 0.3 0.10
```
Positions in Å, forces in eV/Å.

---

(8)
Density functional theory data (ωB97M-V/def2-TZVPD) for C4H9ClO3 in the gas phase at a distorted geometry.

Properties
E_HOMO in eV: -10.1
Kohn-Sham gap in eV: 10.90
Energy above the lowest of the compared OMol25 structures with the same formula, charge and spin in kcal/mol: 12.1

```
17
Properties=species:S:1:pos:R:3:forces:R:3:lowdin_charge:R:1
C 1.79692 -1.02046 0.72935 -2.0 0.2 -1.8 -0.05
C 1.03307 -0.41651 -0.51371 -0.3 0.9 0.1 -0.17
O -0.42241 -0.53990 -0.35414 0.7 0.5 0.5 -0.18
C -1.13544 0.67057 -0.32572 -1.2 -2.7 2.0 -0.41
O -0.91366 1.40353 0.85031 -0.4 0.8 -0.4 0.02
C -2.68562 0.23207 -0.50912 2.0 1.2 -1.3 -0.69
O -3.52769 1.28969 -0.22248 -0.3 -0.5 0.1 -0.04
Cl -3.07507 -1.30848 0.30235 -0.1 0.4 0.1 0.65
H 1.57320 -0.51143 1.62151 -0.8 0.8 1.1 0.05
H 1.49518 -2.03700 0.84330 -0.3 -0.8 0.1 0.07
H 2.83923 -1.00167 0.71610 1.8 0.1 -0.8 0.05
H 1.16386 -1.01120 -1.45706 0.7 0.8 0.9 0.13
H 1.24813 0.72170 -0.62171 0.0 -2.0 -0.1 0.14
H -0.83451 1.27818 -1.12067 0.1 1.2 -1.5 0.13
H -0.46118 0.88833 1.50720 0.1 -0.7 0.3 0.09
H -2.73637 0.08481 -1.60265 -0.4 -0.3 0.5 0.12
H -3.61450 1.36715 0.73329 0.2 0.1 0.1 0.09
```
Positions in Å, forces in eV/Å.

---

(9)
Density functional theory data (ωB97M-V/def2-TZVPD) for 2 unconnected molecules or ions with the total composition C4H9ClOS at a distorted geometry.

Properties
E_HOMO in eV: -8.8
Kohn-Sham gap in eV: 9.34
Energy above the lowest of the compared OMol25 structures with the same formula, charge and spin in kcal/mol: 45.3

```
16
Properties=species:S:1:pos:R:3:forces:R:3:lowdin_charge:R:1
C -0.03784 0.61946 -1.17920 -0.4 0.7 2.7 -0.03
C -0.01330 0.12318 0.12144 -2.0 1.0 -1.8 -0.47
C 0.29671 -1.31521 0.45964 3.3 0.2 -1.3 -0.11
C -0.62838 0.81342 1.30986 2.4 2.4 1.5 -0.10
H -0.33572 1.67119 -1.49680 0.1 -1.6 0.7 0.11
H 0.36280 -0.03559 -1.90167 0.2 -0.6 -1.2 0.06
H -0.53258 -1.90409 0.08418 0.1 -0.6 0.5 0.08
H 1.35052 -1.64147 -0.02281 -2.7 0.5 0.6 0.07
H 0.56075 -1.34778 1.52336 -0.8 -0.5 -0.2 0.07
H 0.14132 0.81745 2.12521 -0.4 -0.7 -0.3 0.08
H -1.51871 0.51399 1.78748 -1.1 -1.6 0.0 0.06
H -0.78640 1.89676 1.37874 0.0 0.2 -1.5 0.08
O 2.38886 1.62479 -0.64211 -0.2 0.7 -2.0 -0.55
S 2.70749 0.74917 0.60367 0.2 -0.2 1.4 0.48
Cl 3.87872 -0.78468 -0.04705 0.1 -0.1 -0.2 0.14
H 1.57868 1.27785 -1.17818 0.9 0.3 1.2 0.01
```
Positions in Å, forces in eV/Å.

---

(10)
Density functional theory data (ωB97M-V/def2-TZVPD) for 2 unconnected molecules or ions with the total composition C4H9ClSi at a distorted geometry.

Properties
E_HOMO (spin up / spin down) in eV: -7.9 / -7.4
Kohn-Sham gap (spin up / spin down) in eV: 7.84 / 7.40
Energy above the lowest of the compared OMol25 structures with the same formula, charge and spin in kcal/mol: 109.9

```
15
Properties=species:S:1:pos:R:3:forces:R:3:lowdin_charge:R:1
C -0.71200 1.73544 0.24835 0.7 0.7 0.3 -0.34
C -0.71252 0.44119 0.33987 0.4 -3.8 -0.8 -0.05
C -1.78155 2.60184 0.87248 2.3 1.3 0.3 -0.12
C 1.43448 -2.97566 -0.20363 -3.8 1.6 -1.3 -0.28
Si 1.46199 -1.23723 -1.07585 -1.9 1.4 1.1 0.37
Cl 0.81604 -1.01914 -3.08136 0.6 -0.3 1.0 0.13
H 0.22385 2.21992 -0.07742 -0.6 0.0 -0.1 0.09
H -1.49973 -0.31298 0.70674 1.2 1.5 -0.6 0.04
H -2.71985 2.16192 0.78750 -1.7 -0.8 0.1 0.04
H -1.79961 3.59090 0.38257 -0.1 -0.3 0.3 0.07
H -1.45331 2.71999 1.93078 -0.7 0.2 -0.6 0.09
H 0.40112 -2.98248 0.35531 2.0 -0.1 -1.0 0.06
H 1.44387 -3.81441 -0.91488 0.7 0.2 0.7 0.02
H 2.18813 -2.71830 0.47636 1.4 -0.8 1.1 -0.03
H 2.70909 -0.41101 -0.74681 -0.6 -0.7 -0.5 -0.07
```
Positions in Å, forces in eV/Å.

---

(11)
Density functional theory data (ωB97M-V/def2-TZVPD) for a molecular structure, C4H9F at a distorted geometry.

Properties
E_HOMO in eV: -10.8
Kohn-Sham gap in eV: 11.74
Energy above the lowest of the compared OMol25 structures with the same formula, charge and spin in kcal/mol: 94.6

```
14
Properties=species:S:1:pos:R:3:forces:R:3:lowdin_charge:R:1
C -1.16993 -0.25026 -1.08161 -3.2 0.3 2.3 -0.04
C -0.12732 -0.00111 -0.01812 3.3 0.4 -3.6 -0.82
C 1.07102 -1.04059 -0.12864 0.4 -0.6 1.2 -0.05
C 0.52207 1.32280 0.00223 2.5 3.3 -2.2 -0.09
H -0.67648 -0.28393 -2.01031 0.6 -1.0 -1.1 0.04
H -1.66885 -1.19583 -0.63626 0.3 1.2 -1.8 0.12
H -1.97433 0.59346 -1.32095 1.5 -1.6 1.3 0.12
H 0.83222 -1.97299 0.93013 0.7 2.5 -4.0 0.18
H 1.00990 -1.37454 -1.33401 1.2 0.2 3.7 0.12
H 2.11575 -0.40672 0.33254 -3.0 -2.4 -2.0 0.13
H 1.36790 1.45317 -0.78312 -1.7 0.0 0.9 0.11
H -0.04973 2.31286 0.14506 0.4 -1.8 -0.5 0.12
H 1.06750 1.12013 0.89046 1.0 1.2 0.9 0.05
F -0.42210 -0.04785 1.23814 -4.1 -1.6 5.0 0.01
```
Positions in Å, forces in eV/Å.

---

(12)
Density functional theory data (ωB97M-V/def2-TZVPD) for 2 unconnected molecules or ions with the total composition C4H9F at a distorted geometry.

Properties
E_HOMO (spin up / spin down) in eV: -7.4 / -8.2
Kohn-Sham gap (spin up / spin down) in eV: 8.10 / 9.19
Energy above the lowest of the compared OMol25 structures with the same formula, charge and spin in kcal/mol: 97.9

```
14
Properties=species:S:1:pos:R:3:forces:R:3:lowdin_charge:R:1
C 1.89618 0.53459 0.06063 -1.5 -0.1 0.1 0.07
C -0.55679 -1.13256 1.03460 -0.7 -0.4 -3.7 -0.07
C -0.97347 0.44763 -1.17991 -0.8 0.3 -0.3 -0.07
C -0.68971 0.19794 0.27514 2.2 0.8 1.3 -0.36
F -1.04604 1.23403 1.12489 -0.2 -0.7 -0.8 -0.02
H 2.12184 -0.35178 0.58917 0.3 -0.9 0.3 -0.03
H 2.16887 1.43109 0.56792 0.0 0.7 -0.1 -0.01
H 1.73503 0.46754 -0.99874 0.3 0.2 -0.1 -0.02
H 0.06005 -1.80708 0.26022 -1.3 1.1 2.0 0.12
H -1.63171 -1.54576 1.07399 1.6 0.2 0.6 0.10
H -0.02354 -1.00619 1.97824 -0.4 -0.1 -0.2 0.07
H -1.61985 -0.34312 -1.62791 0.0 0.6 0.4 0.08
H -1.38003 1.49797 -1.39547 0.4 -1.6 0.6 0.11
H -0.06085 0.37571 -1.76277 0.1 0.0 0.0 0.04
```
Positions in Å, forces in eV/Å.

---

| no. | molar mass (g mol⁻¹) | electronic energy (Ha) |
| --- | --- | --- |
| 1 | 167.03 | -2861.464828 |
| 2 | 169.02 | -2882.064448 |
| 3 | 142.03 | -1132.867999 |
| 4 | 206.99 | -1645.205491 |
| 5 | 368.13 | -1366.951643 |
| 6 | 120.58 | -727.446713 |
| 7 | 136.58 | -802.689478 |
| 8 | 140.57 | -843.683213 |
| 9 | 140.63 | -1091.336085 |
| 10 | 120.65 | -907.366180 |
| 11 | 76.11 | -257.524818 |
| 12 | 76.11 | -257.519666 |